[1]
Density functional theory data (ωB97M-V/def2-TZVPD) for the molecule C22H25N5O3.

Structure (XYZ):
```
55
Properties=species:S:1:pos:R:3:forces:R:3
C 4.202 -0.214 -4.517 -0.1800 0.2270 0.0258
H 4.252 -0.739 -5.468 0.0248 -0.0634 -0.0907
H 4.056 -0.950 -3.731 0.0124 -0.0856 0.0730
H 5.148 0.294 -4.351 0.1561 0.0077 0.0139
C 3.055 0.799 -4.526 0.2855 -0.1836 0.1253
N 1.768 0.179 -4.750 0.0724 0.0429 -0.1020
C 1.005 -0.302 -3.725 -0.0892 -0.0461 0.1798
C 1.498 -0.376 -2.410 0.2090 0.1023 -0.0254
C 0.731 -0.866 -1.378 -0.2940 -0.1323 -0.0537
C -0.572 -1.309 -1.598 0.1642 0.2071 -0.3024
C -1.081 -1.215 -2.893 0.0235 -0.1016 0.3247
C -0.318 -0.735 -3.931 -0.0111 -0.0172 -0.1557
H -0.767 -0.681 -4.909 -0.0183 0.0281 -0.1126
H -2.099 -1.529 -3.068 -0.0998 -0.0027 -0.0257
C -1.460 -1.762 -0.518 0.0053 -0.3090 0.3836
O -2.678 -1.653 -0.540 -0.1749 0.0879 -0.0338
N -0.851 -2.358 0.547 0.3530 -0.0072 0.4526
N -1.584 -2.474 1.731 -0.4519 -0.1631 -0.6058
C -0.933 -2.349 2.909 -0.4415 -0.3366 -0.2042
O 0.278 -2.443 2.980 0.3192 0.0977 0.0941
C -1.830 -2.119 4.114 0.2837 0.1837 -0.0128
H -1.885 -3.030 4.712 -0.0176 0.0010 -0.0442
H -2.829 -1.840 3.787 -0.0438 -0.0492 0.0178
C -1.200 -0.994 4.941 -0.0283 -0.1521 -0.0619
C -0.824 0.156 4.051 -0.0933 0.1176 -0.0785
N -1.331 0.246 2.877 -0.3854 -0.3351 0.3589
C -0.886 1.238 2.039 0.4375 0.5622 -0.0767
C -1.405 1.311 0.742 0.0458 0.0868 0.0179
C -0.921 2.250 -0.140 -0.0756 -0.0715 0.0460
C 0.071 3.148 0.248 0.1160 0.1171 0.0431
C 0.574 3.109 1.529 0.0245 -0.0057 0.0779
C 0.104 2.157 2.435 -0.2566 -0.1449 -0.3296
C 0.632 2.090 3.793 0.0324 -0.0058 0.1964
O 1.454 2.830 4.290 0.1011 0.1046 -0.0190
N 0.094 1.041 4.535 0.1019 0.0152 0.1530
H 0.464 0.926 5.472 -0.0190 0.0333 -0.1764
H 1.335 3.799 1.863 0.0643 0.0617 0.0113
H 0.441 3.878 -0.457 0.0372 0.0630 -0.0430
H -1.314 2.286 -1.146 -0.0415 -0.0105 -0.0984
H -2.178 0.619 0.450 -0.1059 -0.1268 -0.0248
H -0.291 -1.365 5.420 -0.0512 0.0287 0.0356
H -1.889 -0.656 5.719 0.0465 -0.0070 0.0262
H -2.543 -2.173 1.583 0.2415 0.0205 0.1623
H 0.147 -2.324 0.718 -0.1690 -0.0118 -0.0399
H 1.155 -0.870 -0.383 0.0515 0.0209 0.0934
H 2.499 -0.050 -2.181 0.1113 0.0333 -0.0179
C 1.346 0.088 -6.130 -0.2809 0.1881 -0.1292
C 0.523 1.299 -6.574 0.1369 -0.2572 0.0356
H 1.104 2.212 -6.470 0.0426 0.1052 -0.0005
H -0.374 1.396 -5.968 -0.1013 0.0309 0.0452
H 0.232 1.191 -7.616 -0.0664 0.0485 -0.1352
H 0.774 -0.831 -6.278 0.1111 0.0140 -0.0320
H 2.242 0.014 -6.753 -0.0489 -0.0916 0.0469
H 3.036 1.355 -3.586 -0.0077 0.0524 -0.1030
H 3.223 1.525 -5.327 -0.0578 0.0273 0.0951
```
Positions in Å, forces in eV/Å.

The charge is 0. The SMILES is CCN(CC)c1ccc(C(=O)NNC(=O)CCc2nc3ccccc3c(=O)[nH]2)cc1. Its energy above the lowest of the compared OMol25 structures with the same formula, charge and spin is 7.3 kcal/mol. The value obtained for the HOMO-LUMO gap is 0.31031 hartree. The LUMO energy comes out at 0.656 eV.

[2]
Density functional theory data (ωB97M-V/def2-TZVPD) for C22H25N5O3 as an isolated structure in a non-equilibrium geometry.

Structure (XYZ):
```
55
Properties=species:S:1:pos:R:3:forces:R:3
C 4.666 -0.842 6.010 -4.3808 1.7016 -7.2374
C 4.200 -1.931 4.860 6.2226 -2.6004 8.0683
H 4.809 -1.925 4.065 3.7230 0.0586 -2.1532
H 4.226 -2.984 5.354 0.5441 1.6041 -0.5040
O 3.057 -1.885 4.357 -8.1360 3.6164 -3.6128
C 2.954 -0.757 3.549 -1.1525 0.7376 -2.7231
O 3.969 -0.078 3.089 -5.4152 -3.0620 2.2923
N 1.521 -0.669 3.211 4.5949 4.1196 -2.6367
C 0.412 -1.437 3.695 -2.2310 6.2802 -2.2707
H 0.757 -1.988 4.409 1.4504 -3.5212 4.4965
C -0.263 -2.135 2.644 6.8528 -2.3733 -4.5218
N -0.499 -1.394 1.494 3.5155 4.0660 -3.5552
C -1.632 -1.203 0.916 -7.9913 -1.5495 6.7624
O -2.725 -1.607 1.696 3.9425 0.8608 -3.6622
C -2.106 -0.319 -0.120 0.2477 4.7107 -2.5708
N -1.193 -0.024 -1.071 -1.4319 -1.0189 -1.3275
C -1.577 0.672 -2.253 -6.7522 -1.4556 10.6050
N -0.988 0.932 -3.308 -3.7646 3.4498 -4.9229
N -1.964 1.671 -4.129 4.1650 0.5399 -1.0506
C -2.913 2.103 -3.380 0.8832 -4.7048 1.8011
C -2.922 1.245 -2.163 0.5515 3.2591 0.4560
C -3.775 1.381 -0.898 -0.7010 -3.2314 -5.2444
C -3.420 0.522 0.041 4.5100 -3.0165 0.9242
H -3.915 0.471 0.959 -0.8186 -0.7028 1.1187
C -5.288 1.745 -0.972 9.6420 6.3081 -7.5172
H -5.673 1.762 -0.146 -4.3989 0.0179 8.9664
H -4.798 3.030 -1.206 -2.5683 -2.7019 0.8518
H -5.890 1.647 -1.800 -0.8008 -1.0564 -1.8967
C -3.837 2.974 -3.988 -2.1815 -8.8997 -6.5331
H -4.850 2.445 -4.199 1.2243 0.2372 0.9757
H -3.694 3.173 -4.993 1.4346 1.1633 -1.6968
H -4.079 3.635 -3.440 -2.9699 9.5019 6.8177
C 0.120 0.431 -3.788 5.5162 0.4854 -4.2792
C 0.802 0.901 -5.015 -5.8580 1.7526 2.3771
C 1.979 0.480 -5.444 -4.5197 3.7693 -0.6881
C 2.425 -0.426 -4.668 11.6991 -7.3964 -1.2236
C 2.028 -1.180 -3.637 -2.9557 4.9005 3.0954
C 0.900 -0.331 -3.038 0.6184 -8.6821 2.7415
H 0.419 -0.994 -2.159 1.1184 2.4585 -1.5316
H 2.592 -1.719 -2.869 0.0304 -0.2692 -1.1339
H 3.618 -0.662 -5.200 -2.8972 -0.1623 1.9553
H 2.366 1.106 -6.148 1.9180 0.6073 -2.1235
H 0.218 1.696 -5.418 -0.0389 0.5840 -0.9773
C 0.836 -0.508 0.890 -5.4687 -2.1819 2.9011
H 0.386 0.046 0.203 -1.4545 1.7834 -3.5983
C 1.225 0.340 1.919 5.2164 -0.3649 4.9638
H 2.231 0.872 1.668 -1.5204 -1.1429 0.6283
H 0.578 1.121 2.222 -1.1013 0.3846 0.2859
H 1.345 -1.292 0.575 3.2868 -2.8876 -1.4540
H -1.021 -2.654 2.932 -4.9243 -3.0025 1.7085
H 0.558 -2.913 2.150 -1.6701 0.9693 1.7078
H -0.410 -0.690 4.013 1.3075 -0.7987 0.4696
H 5.489 -1.226 6.292 6.1465 -2.2306 2.3929
H 4.774 0.156 5.499 0.1250 -1.0161 0.6725
H 3.976 -0.782 6.739 -2.3834 0.1021 2.6109
```
Positions in Å, forces in eV/Å.

The charge is 0. Its energy above the lowest of the compared OMol25 structures with the same formula, charge and spin is 448.7 kcal/mol. The value obtained for the HOMO-LUMO gap is 0.28215 hartree. The LUMO energy comes out at -0.568 eV.

[3]
Density functional theory data (ωB97M-V/def2-TZVPD) for C22H25N7O4 as an isolated structure in a non-equilibrium geometry.

Structure (XYZ):
```
58
Properties=species:S:1:pos:R:3:forces:R:3
C -3.015 -0.268 -1.528 -1.3426 0.1775 0.7150
C -3.995 0.601 -2.165 1.3653 -0.8736 0.5993
N -4.743 1.303 -2.654 -1.0867 0.9179 -0.6818
H -2.025 -0.203 -1.979 -0.6440 0.4899 -0.0437
H -3.289 -1.321 -1.589 -1.5841 1.8778 0.8769
H -2.933 -0.002 -0.474 -0.2495 -0.0935 -0.4558
C 3.156 -2.479 1.691 -0.4905 -0.1603 0.2202
C 2.118 -1.515 1.381 -1.3664 0.4970 -2.2947
N 1.253 -0.770 1.109 8.7251 -6.6308 -0.7007
H 3.061 -3.382 1.088 0.1349 0.2767 -0.4786
H 2.959 -2.849 2.697 0.6308 0.3249 0.2720
H 4.109 -1.970 1.543 0.1338 -0.3917 0.2906
C -0.315 -0.092 -0.186 -1.2929 0.9714 -4.7900
C -0.987 1.141 -0.674 -1.3279 1.0439 -1.9443
N -1.521 2.118 -1.049 0.3722 -2.7758 2.0184
H -1.084 -0.755 0.211 1.4915 -0.1232 -1.5180
H 0.405 0.263 0.552 -2.2516 0.1756 -2.5315
H 0.202 -0.622 -0.985 -0.3147 1.1050 0.7261
C -0.248 2.331 -2.982 1.0049 -0.3469 -1.2912
C 0.733 1.386 -2.371 0.0495 2.1958 0.0742
N 1.504 0.686 -1.881 0.2173 2.9995 0.6420
H -1.167 1.763 -3.122 0.1786 0.2699 -0.5945
H 0.141 2.742 -3.914 0.1337 -0.3218 -0.2529
H -0.529 3.168 -2.343 0.6480 -0.2666 -0.1050
C -2.806 1.792 1.406 -0.9595 -0.3863 0.2038
C -2.096 0.498 1.463 -3.0994 3.1472 1.9569
N -1.628 -0.517 1.612 -1.3050 -2.3656 3.2848
H -2.292 2.523 0.782 -0.3231 -0.1144 0.6018
H -3.082 2.140 2.402 0.5284 0.0305 0.1805
H -3.784 1.584 0.972 -0.0404 0.0170 -0.3806
C 2.155 -0.224 4.987 0.1172 -0.7819 -0.2342
C 1.467 -0.846 3.920 0.6074 2.6162 1.1962
C 0.913 0.028 2.944 -1.0960 1.0138 3.6548
C 1.065 1.423 3.034 0.2119 -1.1710 0.2275
C 1.722 1.936 4.144 0.5852 1.5547 0.3624
C 2.270 1.148 5.134 -0.9542 -0.7102 -0.8116
N 0.465 2.325 1.965 0.3831 -0.4924 3.0565
O 0.636 3.521 2.154 -0.3229 -0.7815 -1.2159
O -0.238 1.753 1.149 2.2974 3.9035 2.9749
H 2.697 -0.733 5.770 -0.3389 -0.9045 -0.0354
H 1.410 -1.924 3.903 -0.3377 0.0623 -0.2703
H 0.391 -0.458 2.133 -1.7911 1.1308 2.4006
H 1.888 2.990 4.317 -0.4299 0.3105 -0.5706
H 2.681 1.522 6.060 0.2231 0.3755 -0.2883
C 1.957 -0.857 -3.290 -1.1923 -2.8466 0.0672
C 0.878 -0.623 -4.122 0.9106 -0.2585 -1.2257
C -0.399 -1.091 -3.890 -0.5004 -0.3430 0.5487
C -0.680 -1.839 -2.734 1.5407 -0.7466 -0.4414
C 0.423 -2.254 -1.922 0.2311 0.6642 -1.3804
C 1.692 -1.732 -2.210 0.0991 -0.8853 -0.7827
N -2.039 -2.269 -2.378 1.2615 -3.0963 -0.5819
O -2.965 -2.228 -3.153 0.6375 0.1874 -1.6043
O -2.216 -2.705 -1.250 1.1972 -0.3894 0.2838
H 2.948 -0.481 -3.496 -0.1132 0.0389 0.0864
H 1.089 0.007 -4.973 -0.3889 0.0323 -0.2850
H -1.154 -0.851 -4.624 -0.3375 -0.0131 0.2174
H 0.336 -2.893 -1.056 -0.4385 0.0563 -0.0384
H 2.504 -1.939 -1.529 0.0029 -0.1931 0.0906
```
Positions in Å, forces in eV/Å.

The charge is 0. Its energy above the lowest of the compared OMol25 structures with the same formula, charge and spin is 300.3 kcal/mol. The value obtained for the HOMO-LUMO gap is 0.29382 hartree. The LUMO energy comes out at -0.730 eV.

[4]
Density functional theory data (ωB97M-V/def2-TZVPD) for a 13-piece molecular cluster, C22H26B2Cl36N3O3S overall.

Structure (XYZ):
```
93
Properties=species:S:1:pos:R:3:forces:R:3
C 4.936 -1.093 2.840 -0.5572 -0.3530 0.0462
O 3.813 -0.485 3.474 0.6177 0.3215 -0.1577
B 3.139 0.380 2.572 -0.3631 0.2036 -0.2369
O 3.429 1.759 2.731 0.1094 -0.2376 -0.1693
B 2.079 -0.174 1.352 -0.2702 -0.3584 0.0707
C 0.802 0.860 1.108 -0.0194 -0.0751 0.0467
C 0.384 1.039 -0.349 -0.3321 0.0112 0.8801
S -1.372 1.562 -0.523 0.1455 0.5343 -0.2363
C -2.223 0.132 -0.120 -0.3353 -0.3857 -0.2593
N -3.429 -0.179 -0.514 0.6916 0.0630 0.4368
N -3.698 -1.411 0.052 -0.1726 -0.6398 -0.0412
C -2.664 -1.761 0.727 -0.3291 0.3066 -0.4743
O -1.687 -0.839 0.657 0.3437 -0.1323 0.2712
C 2.919 -0.518 -0.009 -0.1392 0.0474 0.6763
C 2.964 -1.817 -0.527 0.4361 0.4028 -0.5110
C 3.683 -2.050 -1.701 -0.1650 0.3101 0.3553
C 4.338 -0.976 -2.297 -0.5718 -0.2404 -0.6038
N 4.311 0.276 -1.843 -0.0544 -0.0346 0.2843
C 3.632 0.470 -0.708 -0.1811 -0.4578 -0.2390
H 5.394 -0.447 2.085 0.1422 0.0412 0.0904
H 4.590 -1.998 2.336 0.3919 0.0489 -0.2309
H 5.669 -1.375 3.597 0.0636 0.1399 0.0062
H 4.284 1.953 2.332 0.0836 0.1640 0.2726
H 1.602 -1.244 1.737 0.0085 0.0317 -0.1279
H 0.938 1.846 1.563 0.1025 0.1035 -0.1348
H -0.047 0.425 1.633 0.1111 0.0111 0.1608
H 0.922 1.880 -0.783 0.0317 -0.1773 -0.4136
H 0.487 0.132 -0.940 0.1995 0.0659 -0.1576
H -2.547 -2.669 1.292 0.2779 0.0453 0.0611
H 2.447 -2.622 -0.019 -0.0602 0.0275 0.0086
H 3.753 -3.040 -2.136 0.0008 0.0099 -0.0558
H 4.879 -1.154 -3.221 0.0758 0.1405 -0.0156
H 3.599 1.485 -0.322 0.1185 0.0847 -0.0904
C -2.886 -3.230 -2.941 0.0413 0.0266 -0.0497
Cl -1.180 -3.282 -3.385 0.0063 0.0378 0.0484
Cl -3.876 -2.726 -4.312 -0.0177 0.0329 0.0076
Cl -3.418 -4.807 -2.342 0.0054 0.2078 -0.3317
H -3.009 -2.502 -2.148 -0.0892 -0.0118 0.0174
C -2.095 5.470 1.158 0.0510 -0.1288 -0.1235
Cl -0.388 5.093 0.917 0.0057 0.0180 0.0259
Cl -2.806 6.144 -0.313 0.0958 0.0224 0.1714
Cl -2.990 4.040 1.650 -0.0976 -0.0187 0.1595
H -2.167 6.208 1.946 -0.0076 0.0269 -0.0057
C 8.187 -1.814 -0.321 -0.1864 -0.0887 -0.1609
Cl 6.570 -1.905 -1.024 0.6755 -0.0364 0.4342
Cl 9.299 -1.001 -1.446 0.0165 -0.3312 -0.0569
Cl 8.149 -1.007 1.245 -0.0409 -0.2675 0.0756
H 8.559 -2.818 -0.168 0.0481 0.0003 0.0038
C -5.914 6.003 -2.848 0.0588 -0.1482 0.0707
Cl -6.532 6.445 -1.253 -0.0157 0.0377 -0.0061
Cl -4.263 6.589 -3.065 -0.2591 0.0067 -0.2265
Cl -6.002 4.263 -3.092 -0.0103 0.0002 -0.0030
H -6.536 6.482 -3.591 -0.0026 0.0239 -0.0056
C 0.149 0.793 5.779 0.0184 -0.0417 -0.1279
Cl -1.272 0.938 4.735 -0.0161 -0.0003 0.0085
Cl 1.460 -0.029 4.956 -0.1374 0.0040 0.1722
Cl 0.656 2.390 6.352 -0.0061 0.0077 0.0276
H -0.134 0.210 6.644 -0.0294 0.0183 0.0219
C -2.662 9.678 -5.280 -0.0612 -0.0680 0.0186
Cl -3.953 10.834 -4.937 0.0046 0.0187 -0.0029
Cl -2.102 8.907 -3.801 0.1810 0.1173 0.0054
Cl -3.197 8.476 -6.455 0.0081 0.0008 -0.0114
H -1.834 10.222 -5.711 0.0062 0.0148 -0.0095
C -6.897 0.432 2.531 0.1242 0.0528 -0.0473
Cl -8.450 0.222 1.709 -0.0216 -0.0091 0.0147
Cl -5.581 -0.210 1.561 -0.4767 0.1154 0.2796
Cl -6.631 2.138 2.923 -0.0021 -0.0073 0.0158
H -6.941 -0.116 3.462 -0.0219 0.0073 0.0212
C 8.665 3.042 0.780 0.0084 -0.0084 -0.0454
Cl 7.068 2.552 1.342 0.0057 -0.0154 0.0162
Cl 9.542 1.670 0.108 0.0646 0.5497 0.0580
Cl 8.533 4.347 -0.404 0.0243 0.0189 0.0111
H 9.218 3.419 1.629 0.0020 0.0130 0.0129
C -3.777 1.277 -4.638 0.0091 0.1047 0.1205
Cl -3.814 0.923 -2.920 -0.1690 -0.0113 -0.5232
Cl -5.408 1.234 -5.340 0.0093 -0.0167 -0.0096
Cl -3.011 2.840 -4.965 0.0111 -0.0233 -0.0157
H -3.191 0.513 -5.131 -0.0088 -0.0071 -0.0350
C 2.182 -5.059 2.500 0.0050 0.2174 0.0211
Cl 0.764 -4.905 1.454 0.0160 0.2206 0.0737
Cl 3.446 -5.994 1.679 -0.0135 -0.0485 0.0080
Cl 2.764 -3.481 2.981 -0.1365 -0.2284 0.1526
H 1.887 -5.607 3.385 -0.0103 -0.0609 -0.0240
C -5.814 -5.936 0.708 0.0606 0.0550 -0.0090
Cl -5.859 -6.363 2.424 0.0177 -0.0281 0.0105
Cl -7.429 -6.036 0.001 -0.0184 -0.0161 -0.0137
Cl -5.120 -4.342 0.468 -0.1698 0.1216 0.1997
H -5.186 -6.660 0.205 0.0085 -0.0343 0.0030
C -1.270 -8.522 -0.213 0.0185 -0.0552 0.0358
Cl 0.230 -7.910 0.470 -0.0777 -0.2729 -0.1170
Cl -2.313 -7.186 -0.709 0.1193 -0.1102 0.1072
Cl -0.960 -9.607 -1.573 -0.0153 -0.0056 0.0109
H -1.787 -9.086 0.551 -0.0089 -0.0217 0.0080
```
Positions in Å, forces in eV/Å.

The charge is -1. The value obtained for the HOMO-LUMO gap is 0.23895 hartree. The LUMO energy comes out at 1.668 eV.

Question: Among the records above, which one has the highest LUMO?
Answer: C22H26B2Cl36N3O3S